No. 1
{
  "formula": "C5H9N",
  "method": "the ωB97M-V functional and the def2-TZVPD basis",
  "symbols": ["C", "H", "H", "H", "N", "H", "C", "C", "H", "H", "C", "H", "H", "C", "H"],
  "coordinates": [[0.7198, -1.8699, 1.1717], [-0.0654, -0.8007, -2.4341], [-0.8421, 2.5141, 1.3494], [-1.7819, 1.6062, 0.1184], [0.2189, 0.9506, 0.4444], [-0.8195, -2.1366, -0.2096], [-0.8029, 2.0099, 0.3884], [0.0182, -0.1324, -0.4581], [0.5884, 0.9282, -2.1806], [0.2824, 0.5153, 1.3546], [0.1196, 0.0413, -1.7835], [1.4445, -1.2327, 1.6586], [0.6458, -2.9253, 1.3863], [0.0071, -1.5098, 0.1074], [-0.5008, 2.7121, -0.3864]],
  "nbo_charge": [-0.41, 0.20, 0.20, 0.18, -0.62, 0.22, -0.40, 0.14, 0.21, 0.36, -0.46, 0.20, 0.21, -0.21, 0.20],
  "gap_ev": 9.38,
  "smiles": "C=CC(=C)NC"
}

No. 2
{
  "formula": "C10H17N2O",
  "method": "the ωB97M-V functional and the def2-TZVPD basis",
  "symbols": ["C", "C", "H", "H", "C", "H", "C", "C", "H", "H", "H", "C", "H", "H", "C", "H", "C", "O", "H", "H", "C", "C", "N", "H", "H", "H", "N", "H", "H", "H"],
  "coordinates": [[-0.6398, -1.2083, 2.4304], [1.1873, 0.3849, -1.2322], [-2.7962, -0.1131, -0.1243], [1.3816, 1.1567, -1.8847], [-0.5292, 2.3076, 0.8671], [0.3975, 2.7594, 0.3314], [-1.1430, -1.0717, 0.9722], [3.2451, -1.0626, -1.8793], [-1.5531, 2.8860, -1.1617], [3.6791, -2.0830, -1.7325], [-0.4510, 2.1142, 1.9511], [-1.7135, 1.8512, -1.2480], [3.8656, -0.1612, -1.9092], [-1.4398, -1.6116, 3.0383], [-1.1103, 1.1696, 0.0222], [0.2237, -1.8373, 2.5315], [-2.0398, 0.1384, 0.6403], [1.6515, -2.9240, -0.2414], [-1.6290, -2.0892, 0.6525], [-2.5456, 0.3164, 1.5533], [0.0209, 0.3238, -0.4544], [1.9746, -0.7379, -1.0755], [1.4665, -1.6118, -0.2570], [-0.4510, -0.1800, 2.6552], [-1.4796, 1.5787, -2.2453], [1.7009, -3.0215, 0.7155], [0.0458, -0.8084, 0.1856], [-2.8607, 1.7233, -1.0691], [2.8548, -1.1661, -2.8717], [-1.3135, 2.9773, 0.8396]],
  "nbo_charge": [-0.60, -0.37, 0.24, 0.25, -0.59, 0.24, -0.04, -0.66, 0.22, 0.26, 0.23, -0.60, 0.26, 0.23, -0.08, 0.21, -0.41, -0.42, 0.23, 0.25, 0.35, 0.28, 0.10, 0.21, 0.24, 0.50, -0.20, 0.22, 0.25, 0.22],
  "gap_ev": 9.48,
  "smiles": "Cc1cc2[n+](n1O)[C@@H](C)CC2(C)C",
  "total_charge": 1
}

No. 3
{
  "formula": "C4H4F6IN2O",
  "method": "the ωB97M-V functional and the def2-TZVPD basis",
  "symbols": ["C", "C", "H", "F", "F", "H", "N", "H", "F", "N", "I", "O", "H", "C", "F", "F", "F", "C"],
  "coordinates": [[-1.0418, -1.5106, -0.2148], [-3.4902, -1.4402, -0.2133], [1.1580, 0.6933, -1.1963], [-0.9907, -2.5625, 0.6362], [-5.5568, -1.2233, 0.6924], [0.9210, 0.8578, 1.2260], [0.6423, -0.1360, -1.1777], [0.0950, -0.5845, 2.0160], [-1.0977, -2.0478, -1.4443], [0.4629, -0.0763, 1.1597], [-4.6831, 1.2986, -0.3307], [-2.2423, -0.8905, 0.0758], [0.2889, -0.4779, -2.0806], [0.1678, -0.5125, -0.0369], [-3.8972, -0.4814, 1.8273], [-3.7151, -1.4044, -1.5082], [-3.6033, -2.7104, 0.2213], [-4.4521, -0.5705, 0.6111]],
  "nbo_charge": [0.88, 0.83, 0.42, -0.30, -0.28, 0.45, -0.67, 0.48, -0.30, -0.71, 0.15, -0.54, 0.47, 0.50, -0.32, -0.29, -0.29, 0.52],
  "gap_ev": 8.44,
  "smiles": "NC(=[NH2+])C(F)(F)OC(F)(F)C(F)(F)I",
  "total_charge": 1
}

No. 4
{
  "formula": "C23H24NO",
  "method": "the ωB97M-V functional and the def2-TZVPD basis",
  "symbols": ["H", "H", "C", "H", "H", "H", "H", "C", "C", "C", "C", "O", "C", "C", "H", "C", "C", "C", "H", "H", "H", "H", "C", "C", "H", "H", "H", "C", "H", "C", "N", "C", "C", "C", "H", "C", "H", "H", "C", "H", "H", "C", "H", "C", "C", "H", "H", "H", "C"],
  "coordinates": [[-1.7495, 3.4520, -3.4641], [6.7793, -0.1024, 4.2069], [-1.9155, -0.9619, -0.9975], [3.2809, -2.6040, 0.0683], [5.9142, 1.2393, 6.1377], [3.4638, 1.5354, 6.4682], [1.1513, 4.4425, -4.7407], [-3.2290, -2.4623, 0.4358], [4.8181, -0.4031, 3.3644], [0.8469, 0.5806, -3.0687], [3.8333, 0.9817, 5.6060], [-5.5708, -2.2184, 0.6143], [-4.4316, -1.8633, -0.0298], [1.0538, 1.5879, -4.0056], [5.1575, -0.9472, 2.4843], [-4.3881, -0.9000, -1.0684], [-6.7878, -1.4805, 0.3136], [-0.6226, -0.5019, -1.3365], [-7.0596, -1.5811, -0.7479], [0.2101, -1.0216, -0.8812], [1.5818, -0.2159, -2.9536], [1.6732, -1.8720, -0.2306], [2.5067, -0.7397, 2.5215], [0.1155, 2.6198, -4.1711], [1.9592, 1.6116, -4.6184], [-5.3176, -0.4809, -1.4661], [-0.5107, 4.3339, -5.3202], [-2.0228, -2.0170, -0.0254], [-3.1713, 0.1978, -2.3912], [0.3918, 3.7422, -5.1236], [2.7353, -0.9052, 1.2792], [5.2181, 0.8069, 5.4187], [-3.1595, -0.4925, -1.5528], [-1.2398, 1.6460, -2.4241], [1.8594, 0.5304, 4.8049], [2.3982, -2.1490, 0.5504], [1.9620, -2.8926, 1.2456], [1.5132, -0.9769, 2.9973], [-1.0273, 2.6392, -3.3629], [-3.3225, -3.2522, 1.1802], [-1.1032, -2.4765, 0.3391], [-0.3426, 0.5439, -2.2694], [-6.6790, -0.4158, 0.5725], [2.9412, 0.4485, 4.6845], [5.7108, 0.0818, 4.3237], [-2.1161, 1.7002, -1.7775], [-7.5365, -1.9526, 0.9458], [0.7822, 3.3716, -6.0796], [3.4458, -0.2063, 3.5438]],
  "nbo_charge": [0.23, 0.22, -0.12, 0.22, 0.22, 0.22, 0.25, -0.28, -0.17, -0.05, -0.21, -0.45, 0.44, -0.23, 0.23, -0.31, -0.27, 0.10, 0.19, 0.22, 0.22, 0.15, 0.19, 0.09, 0.24, 0.25, 0.23, -0.09, 0.24, -0.65, -0.48, -0.19, -0.10, -0.11, 0.21, -0.41, 0.18, 0.12, -0.24, 0.26, 0.23, -0.20, 0.20, -0.18, -0.20, 0.22, 0.23, 0.24, -0.12],
  "gap_ev": 5.18,
  "total_charge": 1
}

No. 5
{
  "formula": "C3H8BrP",
  "method": "the ωB97M-V functional and the def2-TZVPD basis",
  "symbols": ["H", "H", "Br", "H", "P", "H", "H", "C", "H", "H", "C", "H", "C"],
  "coordinates": [[1.4913, 1.1331, -0.6930], [0.9336, -1.9069, -0.2182], [-3.1639, -0.2001, 0.1528], [1.0721, 1.6741, 0.9364], [-1.4397, 1.0135, -0.4558], [-0.3388, -0.3577, 1.2649], [-0.7740, -1.8844, -0.6603], [0.1360, -1.2860, -0.6219], [-1.5060, 1.8559, 0.6699], [0.4051, -0.9994, -1.6382], [1.2103, 0.7971, 0.3044], [2.0316, 0.2095, 0.7100], [-0.0578, -0.0487, 0.2490]],
  "nbo_charge": [0.21, 0.21, -0.24, 0.21, 0.51, 0.22, 0.22, -0.62, -0.04, 0.21, -0.62, 0.22, -0.48],
  "gap_ev": 9.95,
  "smiles": "CC(C)PBr"
}

No. 6
{
  "formula": "C5H7N3O",
  "method": "the ωB97M-V functional and the def2-TZVPD basis",
  "symbols": ["C", "H", "N", "C", "O", "H", "H", "N", "C", "C", "C", "H", "H", "N", "H", "H"],
  "coordinates": [[0.7844, -0.2758, -0.2074], [-1.3972, 1.9526, -1.3424], [-2.3829, -0.4341, 0.4886], [-1.3544, 1.1947, -0.5906], [-0.9304, -1.6003, -0.7909], [0.5175, 1.8157, 0.0560], [-0.2551, 0.8094, 1.2314], [0.4841, -1.4524, -0.5365], [-0.0702, 0.9268, 0.1738], [-1.6462, -1.4248, 0.3646], [2.2476, -0.0339, 0.0456], [2.8517, -0.9482, -0.0564], [-1.4679, -2.1564, 1.1342], [-2.4358, 0.5347, -0.4315], [2.6929, 0.7110, -0.5881], [2.3619, 0.3812, 1.0496]],
  "nbo_charge": [0.28, 0.20, -0.28, 0.07, -0.42, 0.24, 0.26, -0.13, -0.56, 0.34, -0.65, 0.24, 0.18, -0.20, 0.23, 0.22],
  "gap_ev": 10.54,
  "smiles": "C/C1=N/O/C=N\\N=C/C1"
}